7
Properties=species:S:1:pos:R:3 method="wB97M-V/def2-TZVPD" relative_energy_ev=1.644 homo_lumo_gap_ev="7.012 / 8.132" charge=+1 s2=2.0160 multiplicity=3
C 0.0470 0.0928 -0.0670
O -4.2586 0.1854 -0.0856
O -2.3478 -0.7433 0.1004
O -3.0709 0.2888 0.0387
H 0.5034 0.6020 -0.9389
H -0.2423 0.3656 0.9531
H -0.0266 -0.9398 -0.2747

***

8
Properties=species:S:1:pos:R:3 method="wB97M-V/def2-TZVPD" smiles="O=[PH]=O.C=O" relative_energy_ev=2.537 homo_lumo_gap_ev=11.096 charge=0
C -1.0549 -0.5658 -0.9987
O 1.9088 0.9561 -0.1533
O -1.4961 -0.6152 0.0972
O 1.4406 -1.6343 -0.0808
P 1.1476 -0.2257 0.2026
H -0.0252 -0.1168 -1.2626
H -1.6468 -1.0890 -1.7085
H 0.1176 0.2633 0.9540

***

8
Properties=species:S:1:pos:R:3 method="wB97M-V/def2-TZVPD" relative_energy_ev=1.406 homo_lumo_gap_ev=10.306 charge=0
C 1.1328 0.2286 -0.2452
O 0.3099 -0.7500 -0.7721
O 0.6083 0.3623 1.0373
O -1.9134 0.0260 -0.0376
P -0.7100 -0.8984 0.5201
H 2.1124 -0.2067 -0.0525
H 1.2026 1.3164 -0.7300
H -2.7425 -0.0784 0.2800

***

8
Properties=species:S:1:pos:R:3 method="wB97M-V/def2-TZVPD" relative_energy_ev=3.181 homo_lumo_gap_ev="9.213 / 5.475" charge=-1
C 1.4772 0.6375 -1.3954
O -2.2011 -1.3449 0.1377
O -0.6422 -1.3687 2.1067
O -1.7994 0.7495 1.4270
S -1.3449 -0.5824 1.0941
H 2.4085 1.1751 -1.2811
H 1.5189 -0.3601 -1.1143
H 0.5831 1.0940 -0.9747

***

8
Properties=species:S:1:pos:R:3 method="wB97M-V/def2-TZVPD" relative_energy_ev=2.185 homo_lumo_gap_ev=8.267 charge=-1
C -0.1376 0.5794 0.7386
O 0.4551 -0.0825 1.7308
O -0.6056 1.6894 0.8689
O -1.5100 -0.9912 -1.4709
Si -0.3961 -0.0907 -0.9763
H 0.7487 -0.9705 1.2691
H 1.3929 -1.2435 -0.3458
H 0.0528 1.1097 -1.8144

***

8
Properties=species:S:1:pos:R:3 method="wB97M-V/def2-TZVPD" relative_energy_ev=1.450 homo_lumo_gap_ev=7.947 charge=-1
C 1.4116 0.7329 -0.1027
O 2.0976 -0.3249 0.2795
O 1.6541 1.8869 -0.3204
O -0.0549 -2.0185 -0.6729
Si 0.2765 -0.7885 0.1974
H -2.4730 0.4168 -0.0017
H -2.4692 0.6205 -0.7470
H -0.4426 -0.5251 1.3678

***

9
Properties=species:S:1:pos:R:3 method="wB97M-V/def2-TZVPD" relative_energy_ev=5.122 homo_lumo_gap_ev="6.338 / 6.340" charge=-1
C 0.5217 -0.4040 0.7591
O 0.1364 -0.1247 -2.6357
O -0.0097 1.8485 -1.2735
O -0.8787 -0.4901 0.4260
O -1.6201 -0.2420 1.5826
S -0.6789 0.6257 -1.6921
H 0.5520 0.4478 1.5912
H 1.0988 -0.4536 -0.1372
H 0.8785 -1.2075 1.3795

***

14
Properties=species:S:1:pos:R:3 method="wB97M-V/def2-TZVPD" relative_energy_ev=0.311 homo_lumo_gap_ev=3.939 charge=0
Tl 0.1394 0.9492 0.6769
S -2.1337 -0.7599 1.0954
O -3.4267 -0.5369 0.4317
O -1.0700 -0.8490 0.1131
O -1.7098 0.3735 1.9367
O -2.0235 -2.0507 1.7872
O 2.5784 -1.7951 -1.2303
C 1.6800 -1.2563 -0.4387
O 1.8699 -0.1809 0.1219
O 0.5977 -1.8055 -0.3324
H 3.2483 -1.1093 -1.1791
O 0.1018 2.7812 -0.6759
H -0.6761 3.0232 -1.1785
H 0.8245 3.2166 -1.1279

***

6
Properties=species:S:1:pos:R:3 method="wB97M-V/def2-TZVPD" smiles=C1OP1 relative_energy_ev=2.088 homo_lumo_gap_ev=9.003 charge=0
C -0.0499 0.3968 0.7221
O 0.9842 -0.3090 0.1284
P 0.1540 -0.0574 -1.3213
H -0.7857 -0.0577 1.1979
H 0.0129 1.4461 0.7928
H -0.3154 -1.4188 -1.5200

***

8
Properties=species:S:1:pos:R:3 method="wB97M-V/def2-TZVPD" smiles="O=PS.C=S" relative_energy_ev=0.228 homo_lumo_gap_ev=8.219 charge=0
C 2.1849 0.6422 -0.0607
O -3.3656 0.6795 0.0476
P -2.5946 -0.3228 0.7167
S -1.6111 -1.6490 -0.6609
S 0.9896 1.7122 -0.2517
H 2.1154 -0.1866 -0.6787
H 2.8818 0.8980 0.6476
H -0.6004 -1.7735 0.2401

***

6
Properties=species:S:1:pos:R:3 method="wB97M-V/def2-TZVPD" relative_energy_ev=0.029 homo_lumo_gap_ev=6.947 charge=-1
S 1.5326 -0.6059 -1.3048
H 1.5569 -1.5256 -2.2788
O -0.9721 1.2057 1.8674
C -0.7498 0.5288 0.8918
H 0.0943 -0.1675 0.7779
H -1.4618 0.5645 0.0465

***

5
Properties=species:S:1:pos:R:3 method="wB97M-V/def2-TZVPD" relative_energy_ev=3.561 homo_lumo_gap_ev="8.478 / 8.019" charge=0
C 0.3866 -0.5087 -0.0051
P -1.9619 -0.0933 -0.0716
H 0.4408 -1.5008 0.1746
H 1.0534 0.0584 0.7116
H -1.9994 1.4084 0.0539

***

7
Properties=species:S:1:pos:R:3 method="wB97M-V/def2-TZVPD" relative_energy_ev=0.000 homo_lumo_gap_ev="7.619 / 6.914" charge=0 s2=2.0091 multiplicity=3
C -0.5389 -0.3547 -0.4473
P -1.7454 0.7956 0.3589
P -1.4345 -1.1200 0.9550
P 1.5248 -0.0316 -0.2897
H -0.7064 -0.6710 -1.5807
H 1.6133 -0.0188 1.1021
H 1.2872 1.4006 -0.0983

***

6
Properties=species:S:1:pos:R:3 method="wB97M-V/def2-TZVPD" relative_energy_ev=2.909 homo_lumo_gap_ev="6.336 / 6.076" charge=0
C -0.5612 0.6106 -0.3879
P 2.2734 -1.9297 1.0202
S 0.5403 -0.9717 1.1997
H -0.0904 1.5754 -0.1880
H -0.5446 0.3253 -1.3840
H -1.6176 0.3901 -0.2599

***

6
Properties=species:S:1:pos:R:3 method="wB97M-V/def2-TZVPD" smiles="C=[PH]=S" relative_energy_ev=0.521 homo_lumo_gap_ev=8.787 charge=0
C -0.8610 0.4848 -0.0016
P 0.6315 -0.3080 0.0022
S 2.5566 0.0595 -0.0007
H -0.9164 1.5573 0.0053
H -1.7409 -0.1216 0.0081
H 0.3303 -1.6720 -0.0133

***

6
Properties=species:S:1:pos:R:3 method="wB97M-V/def2-TZVPD" relative_energy_ev=2.724 homo_lumo_gap_ev=9.855 charge=0
C -2.9107 1.0561 0.4487
P 1.4941 -0.5178 0.3778
S -2.9586 -0.3744 -0.1400
H 0.8490 -1.0647 -0.6562
H 1.0784 0.7976 0.4283
H 2.4478 0.1031 -0.4585

***

6
Properties=species:S:1:pos:R:3 method="wB97M-V/def2-TZVPD" relative_energy_ev=3.224 homo_lumo_gap_ev=7.099 charge=0
C 0.3407 -1.4830 -2.2908
Si 0.1926 1.0987 1.1879
P -0.0921 -0.3187 -1.3282
H 0.6669 -2.4619 -2.5124
H 0.9606 1.2595 2.3182
H 0.3076 2.6226 1.0023

***

7
Properties=species:S:1:pos:R:3 method="wB97M-V/def2-TZVPD" smiles=CBBr relative_energy_ev=0.000 homo_lumo_gap_ev=10.839 charge=0
C -0.4307 0.5912 -0.0501
B 0.3909 -0.6989 0.1704
Br 1.9738 -1.0357 -0.8293
H -1.4566 0.3267 -0.3414
H -0.0139 1.2873 -0.7786
H -0.5463 1.1026 0.9162
H 0.0829 -1.5731 0.9127

***

9
Properties=species:S:1:pos:R:3 method="wB97M-V/def2-TZVPD" smiles="BC[N+](=O)[O-]" relative_energy_ev=2.320 homo_lumo_gap_ev=10.917 charge=0
B 1.1845 -0.5189 0.4395
C 0.1506 0.4555 -0.1544
N -1.2846 0.0809 -0.0074
O -2.0956 0.8980 -0.3654
O -1.4776 -1.0666 0.2598
H 2.2315 -0.0901 0.6753
H 0.7318 -1.6625 0.4045
H 0.2408 1.5003 0.0661
H 0.3186 0.4035 -1.3181

***

9
Properties=species:S:1:pos:R:3 method="wB97M-V/def2-TZVPD" relative_energy_ev=3.299 homo_lumo_gap_ev="7.722 / 7.723" charge=0
B 1.9061 0.5259 0.0366
C -1.9720 -0.5354 -0.0264
N -1.0794 0.3843 0.0251
O -0.9906 1.5821 -0.0175
O 0.8075 -0.1994 -0.0341
H 2.7037 -0.3861 0.0279
H 2.2022 1.7507 -0.0087
H -1.4877 -1.4247 0.2262
H -3.0837 -0.2112 -0.2313